A single C29H28FN3O7S molecule in a non-equilibrium geometry. Source: the OMol25 dataset; level of theory: wB97M-V/def2-TZVPD.

Properties
DFT total energy (eV): -62882.20581
Structure (SMILES): COc1ccc([C@@H]2CC(c3ccccc3)=NN2C(=O)COC(=O)c2cc(S(=O)(=O)N3CCOCC3)ccc2F)cc1
Gap between HOMO and LUMO (eV): 7.96

```
69
Properties=species:S:1:pos:R:3:forces:R:3
C -1.952 -4.667 1.706 -0.2 0.1 0.1
H -2.631 -5.508 1.838 0.0 0.1 0.0
O -0.786 -5.212 1.124 0.2 -0.1 -0.1
C 0.208 -4.366 0.756 0.3 0.0 -0.1
C 1.345 -4.956 0.200 -0.3 -0.1 0.1
C 2.403 -4.180 -0.222 -0.1 0.2 0.1
C 2.359 -2.799 -0.091 0.0 -0.1 0.0
C 1.228 -2.215 0.466 0.2 -0.1 -0.1
C 0.160 -2.981 0.892 -0.3 -0.1 0.1
H -0.711 -2.491 1.294 -0.1 0.0 0.1
H 1.166 -1.139 0.566 0.0 0.1 0.0
C 3.483 -1.920 -0.575 -0.2 -0.3 -0.1
N 2.928 -0.930 -1.522 0.7 -0.8 0.4
C 2.361 -1.264 -2.701 -0.4 0.6 -0.4
O 2.441 -2.374 -3.180 0.0 -0.1 0.0
C 1.591 -0.115 -3.358 0.4 -0.1 -0.3
H 1.101 -0.487 -4.260 0.1 0.0 0.2
H 2.258 0.721 -3.594 -0.1 -0.2 0.0
O 0.592 0.320 -2.442 -0.3 -0.2 0.0
C 0.662 1.579 -1.998 0.0 0.5 0.0
O 1.369 2.431 -2.462 -0.2 -0.1 0.0
C -0.285 1.785 -0.858 0.1 0.1 0.0
C -1.160 0.776 -0.455 0.1 0.0 0.0
C -2.026 0.989 0.596 -0.5 -0.6 0.3
C -2.027 2.181 1.300 0.1 0.1 0.0
C -1.161 3.191 0.926 0.0 -0.1 -0.1
C -0.312 2.992 -0.154 -0.1 -0.1 0.0
F 0.489 3.999 -0.500 -0.1 -0.1 0.1
H -1.131 4.133 1.450 0.0 0.1 0.0
H -2.698 2.293 2.137 0.0 0.1 0.1
S -3.234 -0.271 1.046 -0.2 0.1 -0.1
O -3.612 -0.040 2.406 0.0 0.3 0.0
O -2.714 -1.552 0.673 0.1 0.1 -0.4
N -4.575 -0.014 0.118 0.7 -0.3 0.6
C -5.440 1.100 0.429 -0.2 0.6 0.0
H -5.282 1.353 1.477 -0.2 0.1 0.0
C -5.154 2.290 -0.494 -0.1 0.0 0.3
H -5.909 3.067 -0.366 0.1 0.0 0.1
O -5.219 1.904 -1.849 -0.2 0.0 -0.1
C -4.287 0.888 -2.147 0.1 -0.3 0.0
H -4.424 0.656 -3.204 0.1 0.0 0.1
C -4.533 -0.355 -1.285 0.2 0.1 -0.6
H -3.748 -1.098 -1.419 -0.1 -0.1 -0.2
H -5.498 -0.797 -1.555 0.1 0.0 0.0
H -3.264 1.264 -1.987 -0.1 0.0 -0.1
H -4.159 2.709 -0.273 -0.1 0.0 0.0
H -6.477 0.774 0.288 0.1 0.0 0.1
H -1.155 -0.178 -0.958 0.1 -0.1 -0.1
N 2.954 0.327 -1.034 0.1 0.9 0.4
C 3.564 0.354 0.095 -0.1 -0.9 -0.5
C 3.746 1.575 0.847 0.1 0.7 0.3
C 3.358 2.799 0.292 0.1 -0.1 0.1
C 3.513 3.969 1.008 0.0 0.0 0.0
C 4.063 3.941 2.281 0.0 0.0 0.1
C 4.461 2.735 2.834 0.0 0.1 0.1
C 4.305 1.558 2.127 -0.1 -0.1 -0.3
H 4.616 0.624 2.570 0.0 -0.1 0.0
H 4.894 2.711 3.823 0.0 0.0 0.1
H 4.186 4.857 2.839 0.0 0.1 0.0
H 3.204 4.905 0.569 0.0 0.1 0.0
H 2.943 2.815 -0.703 -0.1 0.0 -0.1
C 4.058 -1.013 0.524 0.1 0.2 -0.2
H 3.675 -1.289 1.507 0.1 0.0 0.0
H 5.149 -1.029 0.555 0.0 0.0 0.1
H 4.241 -2.515 -1.089 -0.1 0.0 0.1
H 3.269 -4.649 -0.666 0.1 -0.1 -0.1
H 1.368 -6.030 0.097 0.0 -0.1 0.0
H -1.734 -4.220 2.680 0.0 0.0 0.0
H -2.416 -3.913 1.066 0.0 -0.1 0.0
```
Positions in Å, forces in eV/Å.

Charges obtained by Mulliken population analysis, quoted in units of e: -0.584, 0.284, -0.512, 1.018, -0.724, -0.694, -0.128, -0.354, -0.354, 0.182, 0.372, -0.453, 0.405, 0.841, -0.638, -0.779, 0.357, 0.387, -0.249, 0.069, -0.664, 0.094, 0.194, 0.006, -0.498, -0.823, 0.274, -0.408, 0.501, 0.583, 1.163, -0.786, -0.585, 0.075, -0.750, 0.399, -0.234, 0.368, -0.448, -0.197, 0.391, -0.630, 0.294, 0.357, 0.092, 0.142, 0.322, 0.822, -0.569, 0.140, 0.748, -0.312, -0.799, -0.430, -0.766, -0.505, 0.380, 0.396, 0.398, 0.428, 0.555, -1.035, 0.429, 0.422, 0.742, 0.393, 0.435, 0.291, 0.157